78
Properties=species:S:1:pos:R:3:forces:R:3 method="wB97M-V/def2-TZVPD" energy_ev=-39687.124 total_charge=+1 gap_ev="5.46 / 6.63" spin_multiplicity=3
C 1.040684 -2.120465 -0.346282 0.7 -0.7 -1.1
C 1.986513 -1.306031 -1.079728 0.3 -1.1 0.1
C 1.524767 -1.234250 -2.446029 0.4 -0.9 -0.1
C 0.272506 -1.937719 -2.531842 0.8 -1.3 0.0
C -0.042001 -2.447402 -1.227584 0.7 -1.0 -0.2
W 0.104837 -0.236495 -1.132388 -3.7 5.8 0.0
C -1.934964 1.875367 -2.050795 -3.0 -1.3 1.1
C -1.786776 1.008510 -0.740644 0.6 -0.1 -0.2
H -1.842490 1.564549 0.202793 0.3 0.0 -0.5
C -1.999064 -0.409462 -0.553601 -0.2 0.1 -0.5
H -2.642885 -0.989399 -1.221958 0.3 0.1 0.1
H -1.985167 -0.833879 0.466367 -0.4 0.6 -0.3
C -2.611402 3.195603 -1.837617 -1.2 0.2 0.1
H -2.012254 3.817484 -1.174974 -0.1 0.1 0.3
H -2.588185 3.695366 -2.810372 -0.5 0.2 0.2
H -3.634179 3.084370 -1.454877 0.2 0.3 -0.1
C -2.748651 0.950796 -2.964899 -0.8 -0.4 -0.9
H -2.315420 -0.052730 -3.187399 0.0 0.9 0.4
H -3.745554 0.728389 -2.522987 0.6 0.5 -0.1
H -2.918001 1.391378 -3.945999 -0.1 0.2 -0.1
C 3.239672 -0.697925 -0.537360 0.3 -0.1 0.0
H 3.126912 -0.434485 0.519840 0.1 -0.1 -0.1
H 4.077804 -1.400603 -0.624063 -0.1 0.2 0.0
H 3.506235 0.215784 -1.078894 0.0 -0.2 0.1
C 2.307005 -0.631640 -3.560456 0.4 -0.1 -0.3
H 2.732178 0.333508 -3.277687 -0.1 -0.1 -0.1
H 3.131926 -1.299481 -3.827644 0.0 0.0 0.1
H 1.700767 -0.484431 -4.450177 0.1 0.0 0.1
C -0.482504 -2.350374 -3.756253 -0.2 0.0 -0.2
H -0.248032 -1.731188 -4.620451 -0.1 -0.2 0.2
H -0.216174 -3.382378 -4.032847 0.0 0.2 0.2
H -1.566229 -2.326905 -3.592057 0.2 0.0 -0.1
C -1.161552 -3.394963 -0.916810 0.0 0.0 0.0
H -2.038805 -3.205661 -1.542548 0.2 0.0 0.1
H -0.839456 -4.428160 -1.103124 0.0 0.2 0.0
H -1.464937 -3.319106 0.131109 0.0 0.0 -0.1
C 1.284109 -2.781565 0.971198 -0.1 0.2 0.4
H 0.348215 -2.949144 1.517662 0.2 0.0 0.0
H 1.744674 -3.766305 0.802822 -0.1 0.3 0.0
H 1.964111 -2.198570 1.602557 -0.1 -0.2 -0.1
C -0.040988 1.084859 -2.930262 0.3 -3.1 -1.7
C -0.559510 2.324937 -2.452325 3.3 1.8 1.5
C -0.230430 0.953814 -4.323325 1.0 0.0 -0.1
C -0.021323 3.530454 -3.295502 -1.3 -1.0 -1.2
H -0.210583 2.498988 -1.420662 0.5 0.5 -0.8
C -0.189246 2.077610 -5.200433 -0.2 -1.7 0.5
H -0.325186 -0.028112 -4.801523 0.2 0.7 0.3
C 0.059538 3.340372 -4.664447 -0.1 1.2 1.1
H 0.265397 4.478259 -2.847011 -0.3 -0.2 0.1
H -0.203246 1.910823 -6.277298 -0.1 0.1 0.3
H 0.290821 4.147382 -5.366906 0.1 -0.1 0.5
C 1.787506 -2.415840 5.860599 0.2 -0.2 0.2
C 0.528709 -1.589439 5.892040 0.0 0.1 0.3
N 0.300573 -0.876324 4.640941 -0.4 1.1 -0.5
C -1.136873 -0.546679 4.373288 0.7 -0.3 -0.3
C -1.599586 0.797220 4.889199 -0.2 0.4 0.4
C 1.253843 0.065373 4.301588 0.9 -0.3 1.1
O 2.277057 0.258042 4.965782 -1.2 0.0 -1.0
C 1.047319 0.848285 3.033660 0.0 -0.1 0.3
C 1.425949 2.197510 2.997757 0.1 -0.4 -0.6
C 1.066216 2.923519 1.866386 -0.3 -0.4 0.1
C 0.381882 2.259192 0.852628 0.4 -0.1 -0.3
N 0.412015 0.889596 0.718563 -0.6 0.4 2.0
C 0.588799 0.210324 1.891678 0.4 1.0 -0.4
H 1.807388 -3.058906 4.981747 0.0 -0.1 0.0
H 1.823585 -3.044164 6.748679 0.0 -0.1 0.0
H 2.658305 -1.766725 5.855642 0.0 -0.2 0.0
H -0.344849 -2.228284 6.043368 0.1 0.1 0.1
H 0.586909 -0.864024 6.714722 -0.1 -0.1 0.0
H -1.306094 -0.602528 3.296572 -0.2 -0.1 0.1
H -1.704759 -1.349631 4.835221 -0.1 0.0 -0.1
H -1.243416 1.622351 4.251990 -0.1 -0.2 0.3
H -2.700659 0.821807 4.889113 0.4 0.1 0.0
H -1.256680 0.970974 5.925699 -0.2 -0.1 -0.5
H 1.952387 2.642020 3.833020 -0.1 -0.1 0.0
H 1.262814 3.989298 1.750489 -0.3 -0.2 0.3
H -0.276684 2.855100 0.195530 1.1 -0.6 0.0
H 0.304837 -0.837849 1.909822 0.4 0.2 -0.1


8
Properties=species:S:1:pos:R:3:forces:R:3 method="wB97M-V/def2-TZVPD" energy_ev=-17501.986 relative_energy_kcal_mol=80.3 smiles="O=[N+]([O-])CS" gap_ev=9.44 spin_multiplicity=1
C -0.362541 0.174768 -0.486731 -2.3 -2.4 1.7
N 1.051495 0.048595 -0.164415 2.4 3.8 5.1
O 1.747904 -0.512840 -0.929457 0.9 -1.0 -1.4
O 1.503888 0.592225 0.954805 -1.8 -2.0 -4.2
S -1.373431 0.423402 1.098719 0.2 -1.0 -0.8
H -0.689630 0.890294 -1.216268 0.6 1.0 0.0
H -0.551490 -0.785765 -1.013384 -0.3 0.4 0.7
H -1.326198 -0.830681 1.756732 0.3 1.3 -1.2


99
Properties=species:S:1:pos:R:3:forces:R:3 method="wB97M-V/def2-TZVPD" energy_ev=-176432.046 gap_ev=4.47 spin_multiplicity=1
C -5.628490 -4.084221 -4.747731 -0.1 0.1 -0.1
C -4.521784 -3.373721 -3.951604 -1.0 -0.8 -0.1
O -3.715941 -2.597127 -4.802887 0.2 0.4 0.0
C -2.528994 -2.140110 -4.162587 -0.1 -1.1 0.4
C -1.349038 -3.007155 -4.634287 0.4 0.2 0.0
C 0.025263 -2.306628 -4.636232 -0.5 0.4 -0.3
C 0.260559 -1.334048 -3.466124 -0.1 -0.2 -0.1
C -0.107053 -1.906865 -2.062146 1.1 0.2 -1.0
C 0.894759 -1.711413 -0.921841 -1.3 1.5 1.5
C 0.953176 -0.241358 -0.403639 0.0 0.0 -1.5
C 1.263953 0.821735 -1.473450 1.2 -0.3 0.6
C 1.957291 2.013684 -0.783564 -0.8 0.0 -0.6
C 2.788845 2.893489 -1.723990 0.7 0.0 1.0
C 3.867636 3.665065 -0.903042 -0.2 0.8 -0.8
C 3.626226 5.193013 -0.815175 0.0 -0.4 0.7
C 2.157867 5.577174 -0.568173 0.5 0.1 0.0
O 1.514233 4.790475 0.419210 0.5 0.1 -0.1
C 2.221315 4.757939 1.653242 -0.9 -0.4 0.5
N 2.337206 -2.073169 -1.093398 1.1 -2.0 1.0
P 2.938828 -2.907405 -2.497687 0.0 1.1 -1.6
O 4.391793 -3.430073 -1.926549 -0.7 -0.1 0.2
Br 1.835438 -4.891966 -2.819217 0.2 -0.1 0.4
C 2.608049 -2.938690 0.046879 -1.5 1.2 -2.1
N 3.762480 -2.818389 0.618445 0.1 -1.1 1.1
I 4.251096 -3.870253 2.301996 0.3 0.3 -0.1
N 1.488953 -3.639302 0.277819 0.3 -1.0 0.6
C 1.398613 -4.973026 0.851744 0.6 -0.2 0.3
C 0.370455 -5.924589 0.251672 -0.1 0.5 0.2
N -0.385903 -6.594883 0.990758 -0.3 -0.6 0.4
C 0.428294 -2.587662 0.344118 0.1 0.3 0.8
C 0.652355 -1.947254 1.748803 0.3 0.7 -0.4
C -1.051900 -3.018840 0.376509 0.5 -1.4 -0.6
C -1.560321 -3.674384 1.676669 -0.6 0.8 -0.2
C -2.841951 -4.456915 1.402309 -0.4 0.2 0.3
N -3.588444 -4.589027 2.667651 -0.1 0.0 -0.4
H -5.513552 -3.928509 -5.820407 0.1 0.1 0.0
H -6.614720 -3.716963 -4.466234 0.0 0.1 -0.1
H -5.630149 -5.159914 -4.569392 0.1 0.0 0.0
H -3.949099 -4.161732 -3.445005 0.3 0.3 0.1
H -5.023261 -2.760125 -3.193080 0.4 0.2 0.1
H -2.667121 -2.328901 -3.090775 0.1 0.4 0.1
H -2.375024 -1.069206 -4.300910 -0.2 0.0 -0.4
H -1.288115 -3.916815 -4.027594 -0.2 0.0 0.0
H -1.584655 -3.333537 -5.647739 0.1 0.0 0.0
H 0.822796 -3.041389 -4.747288 0.0 0.0 0.2
H 0.061233 -1.694031 -5.542660 0.1 0.0 0.0
H 1.279733 -0.957869 -3.520540 0.0 -0.1 0.1
H -0.362378 -0.462526 -3.667783 0.0 0.1 0.2
H -1.009374 -1.380416 -1.765787 -0.1 -0.3 0.3
H -0.303790 -2.967327 -2.207336 -0.2 0.0 0.2
H 1.815171 -0.222949 0.256990 -0.2 0.2 0.3
H 0.036082 0.025387 0.125049 0.1 -0.1 0.1
H 0.401723 1.126063 -2.064389 0.0 0.0 0.0
H 2.021379 0.394909 -2.141124 -0.2 0.0 -0.2
H 1.177619 2.575287 -0.265376 0.3 0.3 0.0
H 2.638741 1.658177 -0.005896 0.0 -0.3 -0.1
H 3.350466 2.259053 -2.415724 -0.3 -0.1 -0.2
H 2.191391 3.601411 -2.295165 -0.1 -0.2 -0.1
H 4.833777 3.531199 -1.396248 0.1 -0.1 0.2
H 3.964466 3.285268 0.112340 -0.1 -0.2 -0.1
H 4.031042 5.699737 -1.694156 -0.3 0.0 -0.1
H 4.212334 5.565624 0.029770 0.1 0.0 -0.1
H 2.110103 6.625390 -0.245796 0.0 0.0 -0.3
H 1.613026 5.452717 -1.504210 -0.3 0.1 0.2
H 2.833672 5.640005 1.848365 0.0 0.0 -0.2
H 1.466547 4.696624 2.440188 0.0 0.2 0.0
H 2.805644 3.835084 1.741705 0.3 0.2 -0.1
H 4.660132 -4.216589 -2.430275 0.1 0.2 0.1
H 4.458058 -2.181313 0.250400 -0.1 -0.1 -0.3
H 1.250526 -4.922359 1.936700 -0.3 -0.1 -0.1
H 2.371597 -5.460432 0.738612 0.0 0.1 -0.2
H 0.268336 -6.115254 -0.812138 0.4 0.4 -0.1
H -0.219232 -6.386543 1.978156 -0.2 0.0 0.0
H 1.521270 -1.290269 1.827193 0.0 -0.2 -0.2
H 0.812303 -2.724727 2.493211 -0.3 -0.1 0.0
H -0.204441 -1.333213 2.013308 0.0 -0.1 0.2
H -1.669826 -2.145356 0.171239 0.2 0.2 0.1
H -1.281206 -3.720713 -0.432996 0.2 0.1 -0.1
H -1.862914 -2.871097 2.353702 0.2 -0.1 0.2
H -0.829966 -4.266964 2.219932 0.0 -0.1 -0.1
H -3.461076 -3.912591 0.672962 0.3 0.0 -0.2
H -2.641840 -5.438351 0.971076 0.1 0.0 0.1
H -4.440910 -5.114324 2.490783 0.1 -0.1 0.1
H -3.923159 -3.656897 2.901445 0.1 -0.1 0.2
C -1.054453 6.904488 2.886570 0.5 1.1 -0.6
F -1.088018 6.122552 1.800620 -0.2 -0.3 0.3
F 0.228919 7.281673 3.051045 -0.1 -0.2 0.2
F -1.735811 8.020949 2.583084 -0.1 -0.2 0.2
S -1.719752 6.058425 4.370209 0.0 -0.4 -0.4
O -0.848209 4.925094 4.545301 0.2 0.2 0.1
O -3.079686 5.748976 4.028484 -0.1 0.2 0.1
N -1.509821 7.256405 5.381005 -0.3 -0.8 0.1
S -1.963234 6.999224 6.881487 -0.2 0.0 0.7
O -1.160888 6.067979 7.625494 0.2 0.1 -0.2
O -3.379599 6.918717 7.100735 0.0 0.2 -0.3
C -1.485631 8.647013 7.533510 0.4 0.9 -0.2
F -2.146336 9.637330 6.909577 0.0 -0.3 0.1
F -0.171482 8.883771 7.368993 -0.2 -0.2 0.1
F -1.754225 8.740567 8.842279 0.0 -0.2 -0.2


Please write out number 2 again, unchanged.
8
Properties=species:S:1:pos:R:3:forces:R:3 method="wB97M-V/def2-TZVPD" energy_ev=-17501.986 relative_energy_kcal_mol=80.3 smiles="O=[N+]([O-])CS" gap_ev=9.44 spin_multiplicity=1
C -0.362541 0.174768 -0.486731 -2.3 -2.4 1.7
N 1.051495 0.048595 -0.164415 2.4 3.8 5.1
O 1.747904 -0.512840 -0.929457 0.9 -1.0 -1.4
O 1.503888 0.592225 0.954805 -1.8 -2.0 -4.2
S -1.373431 0.423402 1.098719 0.2 -1.0 -0.8
H -0.689630 0.890294 -1.216268 0.6 1.0 0.0
H -0.551490 -0.785765 -1.013384 -0.3 0.4 0.7
H -1.326198 -0.830681 1.756732 0.3 1.3 -1.2